No. 1
Here is a 2-piece molecular cluster, C2H9NS overall at a distorted geometry from the OMol25 dataset. Energies are from ωB97M-V with the def2-TZVPD basis set.

Geometry as ORCA input:
```
! wB97M-V def2-TZVPD RIJCOSX def2/J DEFGRID3
* xyz 0 1
H 0.56446 0.84654 0.95295
H 0.23154 -1.74049 -0.29771
S -2.62798 0.54945 1.37174
C 0.59233 -0.09208 -1.56942
H 0.62819 -0.81760 -2.49335
C 0.93734 -0.20158 0.84195
H -3.09026 1.66440 2.05248
H 2.01774 -0.15866 0.74841
N 0.27657 -0.74047 -0.27468
H 0.78199 -0.84424 1.76625
H -0.33050 0.42529 -1.84636
H -1.54322 0.70313 0.32571
H 1.56179 0.40632 -1.57796
*
```

Output
- HOMO level: -0.3230 hartree
- Relative energy (zero: lowest compared OMol25 entry of this formula, charge and spin): 181.2 kJ/mol
- LUMO energy: 0.78 eV
- Gap between HOMO and LUMO: 0.3516 Eh
- DFT total energy: -14543.415 eV
- SMILES: CNC.S


No. 2
Here is a 2-piece molecular cluster, C10H11NOS overall at a distorted geometry from the OMol25 dataset. Energies are from ωB97M-V with the def2-TZVPD basis set.

Geometry as ORCA input:
```
! wB97M-V def2-TZVPD RIJCOSX def2/J DEFGRID3
* xyz 0 1
H -0.92684 -3.28484 -0.12963
H 1.04613 1.42096 2.60598
H -0.78148 -2.72691 -4.39813
C -0.44688 1.77844 1.08089
O 1.29685 0.18675 -0.32925
S 0.04281 -0.94856 -2.75646
H 0.78969 -0.90552 2.11589
N -1.00948 2.91496 0.52669
C 0.43725 -1.51306 1.30878
H -1.65864 3.06781 -0.29347
H -0.45682 4.97750 0.51007
C -0.05174 -1.49833 -1.12699
C -0.62196 -2.75816 -0.99013
C 0.53367 2.17555 1.96187
C -0.46172 -2.57229 -3.35679
H 1.52381 4.15454 2.13243
H -0.64159 -1.61434 1.46113
C -0.81763 -3.37011 -2.25313
C -0.19882 3.99366 0.83710
C 0.79575 3.55954 1.68975
H 0.83600 -2.48987 1.34748
C 0.52401 -0.83095 -0.06496
H -1.27789 -4.33041 -2.39464
H 1.52554 0.61363 0.51552
*
```

Output
- HOMO level (alpha / beta): -0.2222 / -0.3159 hartree
- Relative energy (zero: lowest compared OMol25 entry of this formula, charge and spin): 539.2 kJ/mol
- LUMO energy (alpha / beta): -1.36 / 0.15 eV
- Gap between HOMO and LUMO (alpha / beta): 0.1722 / 0.3215 Eh
- DFT total energy: -24915.985 eV


No. 3
Here is a 4-piece molecular cluster, C23H44BrClNO7S3 overall at a distorted geometry from the OMol25 dataset. Energies are from ωB97M-V with the def2-TZVPD basis set.

Geometry as ORCA input:
```
! wB97M-V def2-TZVPD RIJCOSX def2/J DEFGRID3
* xyz 1 1
Br 0.58408 -2.10576 0.78016
C 2.82302 1.33987 -1.29126
C 5.51332 -1.28885 -1.09457
C -9.98180 -3.05024 1.84496
O -5.55886 -2.28549 1.55388
H 6.96164 0.04409 -2.07926
H 2.68048 -1.72367 -1.01125
H -1.58222 0.91537 0.14167
C 5.83653 5.12407 0.96619
C 0.72598 0.34136 -0.72075
C -1.28640 -0.01214 0.61435
H -4.86464 -4.16082 -2.27759
H 0.21035 -0.14449 -1.53967
C -11.25058 -4.09185 -0.26675
C -11.31462 -3.74736 2.15068
H 8.56120 5.42323 1.35311
H 5.42304 -2.20073 -1.67172
O 5.59705 6.97102 2.83811
H 4.10450 -0.53086 -2.61797
H 5.39435 -1.58813 -0.06543
H 0.64714 0.35653 1.41963
C 7.64912 -0.31125 -0.04725
H 9.34547 0.59958 1.49988
H -5.51030 -1.83872 -2.75473
S -9.77086 -3.14545 0.06468
O -8.61814 -3.96742 -0.22449
C 8.09430 5.92633 0.50331
C 4.32867 -0.42749 -1.56477
H 8.87150 6.10598 -0.23753
H 8.40099 -1.06479 0.18559
H 6.62832 5.44688 -1.01504
H -11.30099 -4.19561 3.14232
H -11.06553 -4.77116 -1.09536
H 2.41180 2.29915 -1.55002
C 6.93000 -0.74061 -1.33524
C -6.38228 -1.45136 -0.81386
H -9.98188 -2.00449 2.14030
H -7.02168 -2.69573 -2.47322
H -9.13844 -3.56388 2.30239
C -6.09521 -2.37366 -2.00235
C -11.54576 -4.79662 1.05433
H 6.96511 -0.29033 0.79843
H -3.74325 -3.67846 0.09849
S -5.03964 -1.69500 0.34785
H -1.72016 -0.81804 0.04423
H -12.12539 -3.01699 2.13241
C 7.46000 7.24586 0.96447
C 6.96669 5.04793 -0.05611
C 4.29716 1.10495 -1.34809
O 8.24956 0.94973 -0.22128
O 4.87517 7.52103 0.49822
H -12.03814 -3.38588 -0.52770
H 6.06915 4.55847 1.86927
H 7.52658 -1.55252 -1.72255
H 3.38362 -0.81066 0.36920
H 7.29037 4.02259 -0.21691
H -10.85800 -5.63363 1.19095
C -5.28714 -3.56387 -1.47059
H -7.30009 -1.73687 -0.31403
H 9.49442 2.20777 0.79649
O -4.21646 -0.50568 0.40790
H 7.42438 7.97914 0.16163
O -9.89460 -1.82979 -0.51393
H -5.93431 -4.20982 -0.87467
N 2.18978 0.31792 -0.90024
S 5.76475 6.85568 1.41421
C 3.13833 -0.80786 -0.67708
C 8.80408 1.40549 1.01066
H -1.68112 -0.10004 1.61294
H -6.41706 -0.40289 -1.09780
Cl 4.79940 1.70018 0.25773
H 4.75881 1.73061 -2.09006
H 7.96084 7.67007 1.83027
H 0.44841 1.38452 -0.71716
H -12.56059 -5.18927 1.07612
H -3.42219 -2.47932 -1.18687
H 4.87161 4.81835 0.56928
C -4.19388 -2.96578 -0.58888
H 8.01021 1.74001 1.67268
C 0.23089 -0.20241 0.59504
*
```

Output
- HOMO level: -0.4361 hartree
- Relative energy (zero: lowest compared OMol25 entry of this formula, charge and spin): 43.3 kJ/mol
- LUMO energy: -4.15 eV
- Gap between HOMO and LUMO: 0.2837 Eh
- DFT total energy: -155449.908 eV